{"formula": "C39H33CoN2P2S2", "method": "ωB97M-V with the def2-TZVPD basis set", "symbols": ["Co", "S", "S", "P", "P", "N", "N", "C", "C", "C", "C", "C", "C", "C", "C", "C", "C", "C", "C", "C", "C", "C", "C", "C", "C", "C", "C", "C", "C", "C", "C", "C", "C", "C", "C", "C", "C", "C", "C", "C", "C", "C", "C", "C", "C", "C", "H", "H", "H", "H", "H", "H", "H", "H", "H", "H", "H", "H", "H", "H", "H", "H", "H", "H", "H", "H", "H", "H", "H", "H", "H", "H", "H", "H", "H", "H", "H", "H", "H"], "xyz": [[-0.0620, 0.0626, 0.0319], [-0.3752, -1.9488, -1.1288], [2.4277, -2.3277, -2.3345], [-0.1321, 0.2427, 2.2899], [-1.1827, 1.9506, -0.5238], [1.6679, -0.3742, -0.7987], [-1.5458, 2.6806, 2.1794], [-3.2994, 3.4151, 3.7033], [5.6124, 0.1096, -1.8023], [-1.5511, 4.9488, 3.0718], [3.6448, 0.9900, 3.4987], [-0.1675, -1.2140, 4.6674], [5.0226, 1.0717, -0.9555], [-1.4957, -3.3838, 3.5292], [-3.2905, 5.6581, 4.5777], [-0.5033, -2.3112, 5.4426], [2.9689, -0.1201, -1.0588], [-1.4296, 3.9439, -2.4568], [1.2307, 3.7656, -3.2604], [-2.1310, 3.6795, 2.9823], [-3.9037, 2.4978, 0.0125], [-0.5789, 3.0125, -1.8629], [1.1673, 2.2273, 3.8304], [3.7116, 0.9703, -0.5735], [0.7504, 2.9211, -2.2724], [1.2398, -1.5021, -1.3897], [1.2732, 1.0624, 3.0752], [-2.1352, 5.9277, 3.8590], [-3.3822, 0.9705, -1.7905], [-4.7312, 0.8194, -2.0577], [-0.9419, 4.7823, -3.4457], [3.5381, 2.1539, 4.2506], [-1.1614, -2.2919, 2.7445], [3.5727, -1.0923, -1.9056], [-5.2542, 2.3337, -0.2599], [-0.5019, -1.2028, 3.3135], [-1.6385, 1.3027, 2.5914], [-5.6676, 1.4970, -1.2865], [-2.9652, 1.8174, -0.7585], [4.9012, -0.9774, -2.2800], [-0.8836, 3.0529, 0.9578], [-1.1646, -3.3932, 4.8762], [2.3040, 2.7662, 4.4162], [-3.8656, 4.3984, 4.4980], [2.5180, 0.4486, 2.9049], [0.3843, 4.6943, -3.8477], [0.2168, 3.0648, 1.0591], [-1.1960, 4.0563, 0.6708], [-1.6016, 5.5054, -3.9065], [-2.4655, 4.0098, -2.1500], [4.6043, 0.5020, 3.3862], [6.6507, 0.2146, -2.0877], [3.2444, 1.6889, 0.0880], [-5.9861, 2.8686, 0.3309], [1.4042, 2.1871, -1.8157], [4.4178, 2.5805, 4.7137], [-2.0106, -4.2283, 3.0908], [0.3526, -0.3734, 5.1087], [-4.7746, 4.1824, 5.0437], [-3.7393, 6.4239, 5.1951], [-1.4215, -4.2473, 5.4882], [-0.2465, -2.3222, 6.4935], [2.5898, -0.4695, 2.3291], [2.2209, 3.6648, 5.0133], [0.7566, 5.3496, -4.6236], [5.3700, -1.7114, -2.9210], [-6.7230, 1.3724, -1.4879], [-3.7775, 2.4463, 3.6214], [-2.6426, 0.4518, -2.3927], [-3.5928, 3.1623, 0.8096], [-1.4153, -2.2771, 1.6904], [-0.6293, 5.1608, 2.5429], [-2.4488, 0.7611, 2.0721], [-1.6716, 6.9031, 3.9258], [2.2632, 3.6963, -3.5778], [5.6221, 1.9000, -0.6027], [0.2089, 2.7104, 3.9779], [-1.8513, 1.2594, 3.6593], [-5.0542, 0.1766, -2.8658]], "e_tot_ev": -121820.5945, "spin_multiplicity": 5, "charge": 2, "fmax_ha_per_bohr": 0.0305, "de_lowest_kcal_mol": 4.4, "gap_ha": [0.241, 0.116]}



{"formula": "C39H33F5N3O2", "method": "ωB97M-V with the def2-TZVPD basis set", "symbols": ["F", "F", "F", "F", "F", "O", "O", "N", "N", "N", "C", "C", "C", "C", "C", "C", "C", "C", "C", "C", "C", "C", "C", "C", "C", "C", "C", "C", "C", "C", "C", "C", "C", "C", "C", "C", "C", "C", "C", "C", "C", "C", "C", "C", "C", "C", "C", "C", "C", "H", "H", "H", "H", "H", "H", "H", "H", "H", "H", "H", "H", "H", "H", "H", "H", "H", "H", "H", "H", "H", "H", "H", "H", "H", "H", "H", "H", "H", "H", "H", "H", "H"], "xyz": [[-4.0150, -4.0482, 7.2145], [-1.0203, -4.0174, 3.5360], [-2.3421, -5.3874, 5.5001], [-3.2378, -0.0199, 4.8271], [-4.4620, -1.3586, 6.8755], [-0.0867, -0.8402, 6.0472], [-1.0368, -1.4837, -1.4477], [0.9565, -0.2847, 2.7231], [0.8723, 0.7851, 4.7091], [-0.4466, -0.6470, -4.1836], [-3.9109, 2.2584, -0.6449], [2.8204, 0.3781, -1.7719], [-0.2406, 1.3860, -5.5182], [0.9945, 1.3561, -7.6134], [-1.2762, -0.0029, -3.2829], [3.0027, -0.1723, -3.0679], [3.7668, 0.4746, -4.0291], [1.3554, 0.9914, 3.3452], [-3.2769, -0.4200, -0.1401], [0.7365, -2.6292, -4.8735], [3.5118, 1.5847, -1.4676], [2.8750, 1.2158, 3.3476], [0.1234, -1.1176, 3.5903], [1.0791, 1.7511, 5.7621], [0.2520, -0.4077, 4.9465], [4.3165, 2.2062, -2.4199], [-3.4265, -3.3905, 6.1999], [-4.2551, 0.2194, 0.6266], [1.1650, -2.0154, -6.0347], [-4.5855, 1.5600, 0.3659], [-3.0323, -1.3575, 4.9739], [4.4458, 1.6606, -3.7052], [-1.5889, -0.4889, -1.9900], [1.9637, -0.2599, -0.8200], [-2.6220, 0.2632, -1.1798], [1.1071, -0.6091, 1.4250], [1.2846, 0.0147, -7.4282], [-0.0576, -1.9430, -3.9722], [0.0123, 0.0273, -5.3373], [-1.9279, -3.3658, 4.3164], [-1.3250, -1.2315, 3.1226], [-3.6570, -2.0230, 6.0221], [-2.9149, 1.6167, -1.3913], [0.2282, 2.0464, -6.6590], [0.6464, 2.1915, 2.7029], [0.8137, -0.6809, -6.2801], [-2.1315, -1.9989, 4.1228], [-2.5650, -4.0680, 5.3336], [1.7921, 0.1563, 0.4927], [0.9477, 3.1059, 3.2291], [4.8459, 3.1234, -2.1584], [-5.3634, 2.0577, 0.9457], [-0.0045, 3.0992, -6.8012], [0.7424, 2.7383, 5.4275], [2.1412, 1.8193, 6.0280], [3.0978, 2.1460, 3.8864], [-1.7501, -0.2248, 3.0067], [1.8853, -0.5362, -8.1530], [3.2657, 1.3039, 2.3317], [2.5266, -1.1286, -3.2869], [-0.7973, 1.9507, -4.7745], [-1.3404, -1.7292, 2.1427], [0.9208, 2.2867, 1.6499], [3.8489, 0.0561, -5.0337], [0.9967, -3.6533, -4.6239], [3.4137, 2.0239, -0.4741], [-4.1518, 3.3029, -0.8550], [3.3767, 0.3758, 3.8463], [1.3613, 1.8787, -8.4960], [2.1823, 1.1253, 0.8080], [0.6585, -1.5628, 1.1218], [0.5351, -2.1388, 3.6757], [1.7825, -2.5472, -6.7543], [-1.8685, 0.8186, -3.6771], [-0.4433, 2.0668, 2.7740], [5.0785, 2.1493, -4.4474], [-4.7656, -0.3307, 1.4194], [-3.0346, -1.4657, 0.0554], [1.4716, -1.1895, -1.1129], [0.5070, 1.4472, 6.6401], [-2.3538, 2.1558, -2.1555], [-0.3933, -2.3990, -3.0544]], "e_tot_ev": -63124.0907, "charge": 1, "fmax_ha_per_bohr": 0.0487, "gap_ha": 0.188}